Arrangement w

Below is the ion C4H10NS with charge -1, with properties calculated with ωB97M-V/def2-TZVPD.

Output
HOMO   -2.28 eV
Orbital gap   6.11 eV
Charge   -1

Last column: natural (NBO) charge in e.
Atoms and positions in Å:
C (1.6607, -1.2254, -1.4959)  -0.41
N (0.8959, -0.0018, -1.6845)  -0.64
C (0.0185, 0.4626, -0.5460)  -0.06
C (-0.3852, -0.6467, 0.4202)  -0.54
S (-1.6660, -0.0996, 1.6011)  -0.72
C (0.7111, 1.5943, 0.1876)  -0.64
H (0.9816, -2.0730, -1.4324)  0.19
H (2.2544, -1.2560, -0.5706)  0.15
H (2.3559, -1.3607, -2.3292)  0.18
H (1.5464, 0.7490, -1.8707)  0.33
H (-0.8933, 0.7954, -1.0267)  0.19
H (0.4946, -1.0308, 0.9424)  0.17
H (-0.8054, -1.4652, -0.1563)  0.18
H (0.8915, 2.4769, -0.4211)  0.18
H (0.1029, 1.8864, 1.0387)  0.25
H (1.6786, 1.2666, 0.5668)  0.18

***

Arrangement x

Below is a cluster of 2 separate species, C4H10NS in total, with properties calculated with ωB97M-V/def2-TZVPD.

Output
HOMO   -2.58 eV
Orbital gap   6.55 eV
Charge   -1

Last column: natural (NBO) charge in e.
Atoms and positions in Å:
N (0.5249, 1.2609, -0.7276)  -0.88
C (0.8750, -0.1171, -1.1159)  -0.27
C (-0.6098, -1.4522, -2.6482)  -0.45
C (-0.3438, -0.9873, -1.4165)  -0.14
H (1.3394, 1.7907, -0.5800)  0.33
H (0.0405, 1.1604, 0.2156)  0.40
H (1.4010, -0.5793, -0.2653)  0.20
H (1.5426, -0.1094, -2.0160)  0.16
H (-1.4551, -2.0721, -2.9283)  0.18
H (0.1124, -1.2833, -3.4611)  0.17
H (-1.0529, -1.1789, -0.5860)  0.24
C (-0.4692, 0.8043, 3.2031)  -0.73
S (-0.6005, -0.4538, 1.8642)  -0.73
H (-0.0340, 0.3509, 4.1054)  0.18
H (0.2015, 1.6572, 2.9810)  0.16
H (-1.4721, 1.2088, 3.3756)  0.18

***

Most stable: arrangement w. Least stable: arrangement x.

***

Arrangement w

Below is a cluster of 3 separate species, C4H16NO2 in total, with properties calculated with ωB97M-V/def2-TZVPD.

Output
HOMO   -15.32 eV
Orbital gap   12.35 eV
Charge   +1

Last column: natural (NBO) charge in e.
Atoms and positions in Å:
C (2.0446, -0.0809, 0.4275)  -0.64
C (0.6841, 0.4659, -0.0953)  0.00
C (0.2129, 1.7241, 0.6140)  -0.45
C (-1.1560, 2.1583, -0.0090)  -0.62
N (-0.4712, -0.6851, -0.0029)  -0.76
H (2.8939, 0.4895, 0.0437)  0.25
H (2.1275, -0.4003, 1.5097)  0.23
H (2.1247, -0.9577, -0.1199)  0.21
H (0.7599, 0.6151, -1.2364)  0.25
H (0.8933, 2.5164, 0.4846)  0.25
H (-0.1847, 1.5342, 1.6244)  0.22
H (-1.4742, 3.2071, 0.3145)  0.26
H (-1.9540, 1.4479, 0.4567)  0.17
H (-1.1630, 2.1813, -1.1013)  0.22
H (-1.2520, -0.0332, 0.1230)  0.44
H (-0.4292, -1.3402, 0.8136)  0.46
H (-0.4136, -1.2508, -0.8601)  0.44
H (-0.4380, -3.1231, 2.5601)  0.50
H (-1.7509, -2.4820, 2.2767)  0.50
O (-0.8072, -2.4633, 2.0178)  -0.96
H (0.5733, -1.1100, -3.7620)  0.50
H (-0.7694, -1.5434, -3.0071)  0.48
O (-0.0510, -0.8700, -3.0724)  -0.97

***

Arrangement x

Below is a cluster of 3 separate species, C4H16NO2 in total, with properties calculated with ωB97M-V/def2-TZVPD.

Output
HOMO   -15.35 eV
Orbital gap   12.56 eV
Charge   +1

Last column: natural (NBO) charge in e.
Atoms and positions in Å:
C (-1.4171, 0.2228, -1.9797)  -0.63
C (-0.0964, 0.4945, -1.1929)  -0.04
N (-0.2561, 0.1675, 0.3008)  -0.53
C (-1.2207, 1.0307, 1.0188)  -0.42
C (1.1028, -0.2454, -1.7759)  -0.67
H (-1.9524, -0.5280, -1.3782)  0.21
H (-1.3117, -0.0860, -3.0285)  0.25
H (-2.0935, 1.0744, -1.9860)  0.23
H (0.1226, 1.5629, -1.2509)  0.22
H (-0.4412, -0.8411, 0.3675)  0.46
H (0.6911, 0.3674, 0.6564)  0.47
H (-2.2307, 0.7341, 0.6837)  0.23
H (-1.1271, 0.8899, 2.0841)  0.23
H (-1.1159, 2.0675, 0.7261)  0.24
H (1.9309, 0.4071, -1.9989)  0.25
H (1.0544, -0.5747, -2.8243)  0.25
H (1.2265, -1.1563, -1.2166)  0.23
H (0.1482, -2.6006, 2.1983)  0.48
H (0.7089, -3.4366, 1.1811)  0.49
O (0.4650, -2.5077, 1.2883)  -0.96
H (1.3543, 0.8920, 3.2306)  0.49
H (2.6472, 1.2629, 2.5111)  0.50
O (1.8107, 0.8026, 2.3853)  -0.97

***

Most stable: arrangement x. Least stable: arrangement w.